# 1
DFT (ωB97M-V with the def2-TZVPD basis set) results for a 2-piece molecular cluster, C4H12 overall.

Cartesian coordinates (Å):
C (-1.335, -0.904, -1.479)
C (-2.253, 0.311, -1.339)
H (-0.445, -0.776, -0.666)
H (-1.759, -1.954, -1.462)
H (-0.712, -0.933, -2.340)
H (-2.325, 0.684, -0.258)
H (-3.230, 0.029, -1.826)
H (-1.795, 1.156, -1.933)
C (1.638, 0.008, 2.051)
C (1.982, 0.602, 0.720)
H (2.383, -0.621, 2.564)
H (1.261, 0.720, 2.853)
H (0.568, -0.531, 1.941)
H (2.993, 0.852, 0.544)
H (1.350, 1.544, 0.561)
H (1.679, -0.186, 0.068)

Results
HOMO-LUMO gap (alpha / beta) (Eh): 0.496 / 0.131
LUMO energy (alpha / beta) (eV): -3.1 / -11.4
Highest occupied orbital energy (alpha / beta) (eV): -16.576 / -14.973
2S+1: 2
Total charge: +1
Calculated total energy (eV): -4330.0139

# 2
DFT (ωB97M-V with the def2-TZVPD basis set) results for C34H50N10PdSSbSi3 as an isolated structure.

Cartesian coordinates (Å):
Pd (-0.784, -0.831, 0.502)
C (0.560, 3.213, 1.131)
Sb (-0.254, 1.722, -0.187)
C (-0.407, 0.339, 2.150)
C (-1.484, 1.166, 2.664)
C (-2.751, 1.264, 2.056)
C (-3.722, 2.074, 2.612)
C (-3.432, 2.777, 3.772)
C (-2.165, 2.622, 4.326)
N (-1.222, 1.855, 3.802)
Si (1.006, 0.072, 3.382)
C (2.248, -1.209, 2.798)
C (0.209, -0.650, 4.935)
C (2.046, 1.560, 3.849)
C (1.374, 1.491, -1.672)
C (1.727, 0.035, -1.715)
C (2.376, -0.538, -2.813)
C (2.820, -1.843, -2.753)
C (2.629, -2.568, -1.586)
C (1.958, -1.953, -0.550)
N (1.491, -0.700, -0.610)
Si (0.576, 2.132, -3.291)
C (1.767, 2.552, -4.676)
C (-0.578, 0.780, -3.880)
C (-0.354, 3.737, -2.974)
Si (2.993, 2.389, -1.206)
C (3.637, 1.683, 0.411)
C (2.691, 4.242, -1.161)
C (4.359, 2.069, -2.448)
H (0.168, 3.046, 2.131)
H (0.167, 4.162, 0.758)
H (1.642, 3.263, 1.164)
H (-2.958, 0.684, 1.170)
H (-4.700, 2.148, 2.150)
H (-4.160, 3.422, 4.243)
H (-1.900, 3.150, 5.237)
H (1.823, -2.213, 2.732)
H (3.050, -1.234, 3.542)
H (2.705, -0.966, 1.839)
H (0.198, -1.741, 4.897)
H (-0.809, -0.286, 5.079)
H (0.789, -0.365, 5.817)
H (2.621, 1.948, 3.007)
H (2.767, 1.228, 4.603)
H (1.449, 2.367, 4.270)
H (2.550, 0.058, -3.698)
H (3.328, -2.285, -3.602)
H (2.981, -3.584, -1.483)
H (1.778, -2.476, 0.377)
H (2.375, 1.714, -5.017)
H (2.432, 3.379, -4.418)
H (1.163, 2.880, -5.529)
H (-0.987, 0.236, -3.027)
H (-0.050, 0.058, -4.508)
H (-1.415, 1.178, -4.459)
H (0.328, 4.590, -3.030)
H (-0.880, 3.797, -2.019)
H (-1.109, 3.869, -3.754)
H (2.859, 1.178, 0.984)
H (4.077, 2.455, 1.047)
H (4.418, 0.947, 0.202)
H (1.659, 4.511, -0.935)
H (2.945, 4.683, -2.129)
H (3.326, 4.719, -0.410)
H (4.668, 1.022, -2.454)
H (5.228, 2.658, -2.135)
H (4.116, 2.365, -3.469)
N (-0.087, -3.999, -0.159)
C (-0.718, -3.571, -1.259)
N (-0.661, -4.375, -2.319)
C (-1.387, -3.978, -3.357)
N (-1.299, -4.678, -4.497)
N (-2.229, -2.928, -3.345)
C (-2.164, -2.171, -2.268)
N (-1.348, -2.368, -1.222)
C (-3.115, -1.014, -2.256)
C (-4.076, -0.914, -3.256)
C (-4.922, 0.181, -3.254)
C (-4.767, 1.143, -2.270)
C (-3.784, 0.951, -1.314)
N (-2.985, -0.112, -1.289)
H (0.309, -4.922, -0.202)
H (-0.217, -3.558, 0.740)
H (-0.746, -5.515, -4.519)
H (-1.900, -4.442, -5.264)
H (-4.135, -1.678, -4.015)
H (-5.683, 0.285, -4.016)
H (-5.392, 2.026, -2.239)
H (-3.621, 1.688, -0.535)
S (-2.457, -2.170, 1.906)
C (-1.636, -3.076, 3.042)
N (-2.239, -3.308, 4.257)
C (-1.686, -4.034, 5.242)
C (-0.461, -4.590, 5.050)
C (0.133, -4.343, 3.799)
N (-0.410, -3.629, 2.846)
H (-3.144, -2.875, 4.388)
H (-2.264, -4.136, 6.150)
H (0.024, -5.177, 5.812)
H (1.111, -4.761, 3.580)

Results
HOMO-LUMO gap (alpha / beta) (Eh): 0.217 / 0.238
LUMO energy (alpha / beta) (eV): -2.9 / -3.6
Highest occupied orbital energy (alpha / beta) (eV): -8.797 / -10.110
2S+1: 3
Total charge: +1
Calculated total energy (eV): -95454.6410

# 3
DFT (ωB97M-V with the def2-TZVPD basis set) results for C20H16BeFN5O5 as an isolated structure.

Cartesian coordinates (Å):
Be (-1.488, 0.240, 0.516)
C (-0.579, 1.997, -3.063)
C (-1.113, 1.633, -1.699)
N (-0.853, 0.575, -1.042)
N (-0.285, -0.569, -1.612)
C (-0.605, -1.546, -0.822)
O (-1.453, -1.315, 0.192)
C (-0.107, -2.905, -1.033)
C (1.091, -3.143, -1.739)
C (1.524, -4.446, -1.875)
C (0.848, -5.504, -1.262)
C (-0.268, -5.265, -0.524)
C (-0.824, -3.965, -0.506)
C (-2.066, 2.479, -0.916)
C (-2.408, 3.818, -1.136)
C (-3.313, 4.389, -0.286)
C (-3.937, 3.624, 0.698)
C (-3.533, 2.322, 0.825)
N (-2.595, 1.696, 0.083)
H (0.194, 1.269, -3.304)
H (-1.379, 2.069, -3.846)
H (-0.122, 2.960, -2.981)
H (1.651, -2.244, -2.041)
H (2.442, -4.626, -2.446)
H (1.298, -6.457, -1.117)
H (-0.939, -6.055, -0.105)
H (-1.761, -3.769, 0.014)
H (-2.030, 4.440, -1.950)
H (-3.554, 5.451, -0.325)
H (-4.615, 4.158, 1.321)
H (-3.951, 1.773, 1.681)
F (2.094, -2.814, 1.809)
C (2.451, -1.517, 1.586)
C (1.724, -0.514, 2.038)
N (1.988, 0.784, 1.857)
C (1.157, 1.751, 2.650)
C (-0.304, 1.801, 2.194)
O (-0.880, 2.856, 2.182)
O (-0.822, 0.614, 1.904)
C (3.131, 1.206, 1.170)
O (3.401, 2.360, 0.975)
N (3.989, 0.119, 0.870)
C (3.780, -1.237, 1.023)
O (4.604, -2.079, 0.765)
H (0.777, -0.721, 2.507)
H (1.653, 2.682, 2.724)
H (1.150, 1.290, 3.723)
H (4.836, 0.334, 0.324)

Results
HOMO-LUMO gap (Eh): 0.286
LUMO energy (eV): -0.9
Highest occupied orbital energy (eV): -8.731
Total charge: 0
Calculated total energy (eV): -41810.6297

It is found that the energy above the lowest of the compared OMol25 structures with the same formula, charge and spin values, taken in the order of the records, are 117.52; 74.16; 0.00 kJ/mol.